{"formula": "C28H72N6O11S5", "method": "wB97M-V/def2-TZVPD", "elements": ["C", "C", "O", "N", "C", "H", "H", "H", "H", "H", "H", "H", "C", "C", "O", "N", "C", "H", "H", "H", "H", "H", "H", "H", "C", "C", "O", "N", "C", "H", "H", "H", "H", "H", "H", "H", "C", "C", "O", "N", "C", "H", "H", "H", "H", "H", "H", "H", "C", "C", "O", "N", "C", "H", "H", "H", "H", "H", "H", "H", "C", "C", "O", "N", "C", "H", "H", "H", "H", "H", "H", "H", "C", "S", "O", "C", "H", "H", "H", "H", "H", "H", "C", "S", "O", "C", "H", "H", "H", "H", "H", "H", "C", "S", "O", "C", "H", "H", "H", "H", "H", "H", "C", "S", "O", "C", "H", "H", "H", "H", "H", "H", "C", "S", "O", "C", "H", "H", "H", "H", "H", "H"], "xyz": [[14.41676, -12.30678, -15.79132], [13.27712, -11.63980, -16.57039], [13.32390, -10.44855, -16.86398], [12.36085, -12.50056, -17.02525], [11.34899, -12.06518, -17.97650], [15.30177, -11.67811, -15.83559], [14.63284, -13.27810, -16.22683], [14.10773, -12.33721, -14.74451], [12.33348, -13.45224, -16.71184], [10.57230, -12.78654, -18.20975], [11.78343, -11.79491, -18.94019], [10.88237, -11.15497, -17.60290], [3.99157, -8.65739, -20.48456], [2.95767, -9.74490, -20.42841], [3.30904, -10.84817, -20.84922], [1.73188, -9.50074, -19.96143], [0.66870, -10.48425, -19.94406], [3.64977, -7.72756, -19.99944], [4.23964, -8.38051, -21.50091], [4.83845, -8.82517, -19.81925], [1.54503, -8.55334, -19.68183], [0.82373, -11.23687, -19.16791], [0.47692, -10.86038, -20.94296], [-0.25849, -10.05987, -19.54858], [2.32042, -10.63522, -24.31872], [3.52296, -9.75242, -24.62034], [3.58744, -9.12340, -25.66888], [4.49442, -9.74833, -23.68692], [5.76720, -9.07328, -23.88206], [2.58567, -11.63592, -24.66766], [1.49709, -10.21598, -24.88586], [2.19053, -10.76228, -23.24287], [4.26339, -10.10555, -22.77066], [6.39694, -9.09990, -22.99498], [5.57896, -7.99150, -23.89909], [6.16299, -9.52019, -24.79123], [11.71778, -10.50529, -19.96350], [11.70364, -9.34322, -19.02005], [11.47366, -8.19516, -19.44850], [11.77409, -9.61825, -17.72403], [11.59223, -8.65020, -16.66698], [11.66976, -10.17637, -20.99720], [10.90404, -11.21435, -19.80443], [12.65607, -11.04392, -19.79291], [12.04291, -10.52379, -17.35944], [12.38049, -8.66704, -15.91309], [10.68677, -8.83918, -16.08333], [11.50998, -7.64332, -17.06542], [3.67385, -9.65973, -17.06393], [5.12601, -9.63093, -16.69755], [5.96194, -9.50647, -17.59391], [5.46913, -9.71266, -15.39767], [6.83246, -9.66976, -14.92382], [3.10475, -9.83193, -16.14496], [3.44320, -10.43902, -17.79161], [3.26825, -8.77594, -17.55381], [4.66592, -9.90699, -14.82252], [6.82737, -9.06077, -14.02076], [7.42200, -9.13101, -15.66115], [7.27238, -10.65642, -14.78830], [7.95107, -7.08947, -17.75587], [8.88038, -5.88913, -17.69080], [8.58166, -4.97889, -16.92808], [9.90898, -5.93247, -18.54120], [10.93892, -4.91101, -18.50206], [8.37842, -7.93172, -17.19871], [7.79306, -7.54323, -18.73678], [7.02384, -6.87831, -17.23416], [10.15771, -6.76686, -19.05956], [11.91675, -5.36260, -18.32475], [10.83176, -4.14598, -17.73682], [10.95952, -4.35044, -19.43984], [8.21529, -14.60989, -19.63554], [8.51177, -16.00741, -20.80290], [7.34234, -16.94107, -20.70997], [8.67792, -15.08104, -22.36408], [7.35714, -14.04654, -19.99742], [9.07854, -13.94125, -19.63618], [8.15349, -15.01437, -18.62801], [9.02478, -14.09403, -22.03762], [7.76522, -14.95391, -22.93914], [9.53851, -15.48465, -22.89056], [8.78412, -9.43206, -21.70958], [8.29636, -11.10473, -21.22405], [9.25047, -11.41126, -20.09626], [6.71492, -10.60359, -20.46176], [8.67831, -8.75271, -20.85584], [8.08230, -9.17944, -22.50624], [9.82936, -9.20858, -21.92395], [6.94908, -9.93911, -19.63215], [6.03949, -11.42187, -20.21914], [6.09089, -9.99921, -21.12864], [5.51918, -4.97898, -22.03367], [6.80258, -5.91059, -21.09034], [6.50100, -7.36432, -21.25449], [8.27609, -5.56346, -22.10603], [4.55771, -5.30195, -21.64598], [5.63391, -5.20164, -23.09765], [5.60082, -3.89135, -22.00773], [9.07521, -6.18953, -21.70497], [8.49237, -4.50032, -22.08291], [8.14545, -6.00671, -23.09735], [10.07109, -8.50049, -25.55955], [9.30867, -9.22601, -27.03685], [7.85282, -9.37883, -26.73249], [9.53354, -7.88497, -28.25413], [9.99846, -9.19468, -24.72306], [9.44566, -7.68336, -25.18092], [11.07573, -8.13255, -25.75349], [8.79867, -7.95427, -29.05512], [10.51982, -7.95259, -28.70988], [9.35832, -6.90852, -27.79765], [5.77843, -13.03288, -17.67221], [5.41951, -14.80496, -17.68560], [6.41264, -15.47576, -16.79346], [3.98765, -14.61565, -16.60966], [6.02588, -12.81856, -16.63094], [4.86452, -12.55033, -18.02446], [6.59396, -12.67316, -18.29440], [3.58386, -15.56591, -16.25745], [3.09235, -14.13575, -17.01473], [4.32717, -14.05692, -15.73557]], "forces_ev_per_angstrom": [[-0.6, 0.6, 0.1], [2.9, -1.4, 0.5], [5.7, -3.4, 3.4], [-0.9, -0.2, -0.1], [-0.9, -1.8, 0.4], [-0.1, 0.1, -0.1], [0.0, -0.2, 0.4], [0.2, -0.5, 0.0], [0.3, 0.0, 0.2], [0.1, -0.5, 0.5], [0.1, -1.7, 2.3], [-1.2, -1.6, -0.4], [-1.0, 1.8, 1.5], [1.6, -0.8, -0.7], [-0.5, -0.3, 0.1], [-0.5, 0.7, 0.4], [-0.6, 0.2, 0.8], [-0.5, 0.0, -0.4], [0.3, -0.3, 0.0], [0.2, -0.7, -0.6], [-0.2, -0.1, 0.0], [0.6, -0.5, -0.6], [0.1, -0.4, 0.1], [0.1, 0.6, -0.5], [1.0, 0.0, 0.1], [-0.4, 0.2, -0.5], [0.2, -0.2, 0.3], [0.1, -0.2, 1.1], [-1.0, 0.5, 0.1], [-0.2, 0.0, -0.3], [-0.3, -0.2, 0.3], [-0.4, 0.3, 0.0], [0.0, -0.3, -0.1], [-0.2, -0.8, -0.2], [0.2, -0.1, -0.9], [0.7, 0.7, 0.0], [1.3, 0.7, -1.5], [-1.7, 0.8, 0.4], [0.3, 0.2, -0.4], [-4.1, 4.1, -1.8], [-0.3, 0.7, 0.1], [0.2, 0.4, 0.0], [0.2, 1.4, -1.0], [0.4, 0.4, -0.8], [-0.7, 2.7, -1.3], [0.3, -0.1, -0.4], [-0.3, -0.1, -0.2], [0.0, 0.0, -0.1], [-1.0, -0.5, 0.8], [1.2, 0.6, -1.9], [-0.1, -0.1, 0.4], [-1.2, -0.3, -0.5], [-0.2, 0.6, 0.0], [-0.4, 0.0, -0.3], [0.3, -0.3, 0.2], [0.6, 0.4, 0.3], [0.5, 0.0, 0.6], [0.3, -0.3, 0.2], [0.0, -0.1, -0.1], [-0.1, 0.0, 0.2], [0.4, -0.9, 0.4], [-1.9, -0.8, 0.1], [0.8, 0.3, -0.1], [0.8, 1.1, 0.2], [0.6, 0.3, -0.4], [0.3, 0.2, 0.1], [-0.2, 0.4, -0.1], [-0.2, 0.2, -0.3], [0.0, -0.3, 0.3], [0.0, -0.1, -0.3], [-0.7, -0.4, 0.3], [0.2, -0.2, -0.1], [0.5, -0.2, -0.9], [0.6, -0.6, 1.2], [0.2, 0.9, -0.6], [0.1, 0.8, 0.8], [-0.3, -0.1, 0.3], [0.0, -0.1, -0.3], [-0.5, -0.2, -0.1], [-0.2, 0.0, -0.1], [0.0, -0.3, -0.1], [-0.4, -0.4, -0.3], [-0.5, 0.7, 0.4], [0.4, 0.7, 0.5], [-1.6, -0.8, -0.1], [-0.1, 0.6, -0.6], [-0.7, -0.3, 0.1], [0.5, 0.4, 0.0], [0.1, -1.1, -0.6], [0.0, -0.4, 0.3], [0.5, -0.3, 0.3], [0.6, -0.1, -0.3], [0.8, -0.2, -0.7], [0.0, 0.7, 0.2], [0.0, 0.3, -0.3], [-0.5, -1.0, -0.1], [0.0, -0.1, 0.0], [-0.2, -0.5, 0.1], [0.2, -0.1, 0.7], [0.1, 0.4, 0.6], [0.2, 0.0, -0.1], [-0.4, 0.5, -0.2], [-0.8, 0.8, 0.2], [-0.3, -0.7, -0.1], [0.5, 0.4, -0.1], [-0.3, 0.6, 0.4], [0.4, -0.5, -0.4], [0.0, 0.2, -0.5], [0.1, -0.2, 0.0], [-0.1, -0.6, 0.2], [0.1, 0.0, 0.2], [0.2, 0.0, 0.1], [-0.2, 0.1, 0.2], [0.0, -0.3, 0.1], [0.0, 0.3, -0.3], [-0.9, 0.1, 0.6], [-0.2, 0.3, 0.0], [0.0, 0.2, 0.2], [0.1, -0.5, -0.1], [0.7, -0.3, -0.2], [0.4, 0.3, -0.5], [0.0, 0.0, 0.0]], "mulliken_charge": [-1.301, 0.313, -0.705, -0.041, -0.844, 0.347, 0.382, 0.288, 0.301, 0.060, -0.021, 0.699, -0.439, 0.125, -0.657, 0.022, -0.927, 0.536, 0.437, -0.316, 0.296, 0.259, 0.267, 0.385, -0.726, 0.693, -0.662, 0.015, 0.003, 0.263, 0.325, 0.009, 0.021, -0.788, 0.080, 0.574, -0.961, 0.870, -0.899, 0.130, -0.766, 0.445, 0.252, 0.481, 0.431, 0.303, 0.184, 0.168, -0.810, 0.429, -0.226, -0.152, -0.474, 0.470, -0.007, 0.127, 0.187, 0.365, -0.056, 0.301, 0.465, 0.304, -0.724, 0.300, -1.058, -0.427, -0.306, 0.467, -0.017, 0.312, 0.387, 0.303, -0.326, 0.385, -0.623, -0.453, 0.090, -0.056, 0.438, -0.093, 0.297, 0.375, -0.111, -0.138, -0.388, 1.019, -0.434, 0.388, 0.350, -0.455, 0.390, -0.877, -1.083, 0.579, -0.352, -0.849, 0.307, 0.313, 0.419, 0.107, 0.484, 0.273, -0.580, 0.414, -0.547, -0.945, 0.113, 0.088, 0.466, 0.344, 0.347, 0.291, -0.176, 0.580, -0.649, -0.986, 0.303, -0.074, -0.027, 0.373, 0.341, 0.280], "molar_mass_g_mol": 829.2, "spin_multiplicity": 1, "homo_energy_ha": -0.29475, "homo_lumo_gap_ha": 0.301, "max_force_ha_per_bohr": 0.1436, "de_lowest_kcal_mol": 66.1, "energy_ev": -115834.94732}